DFT (the ωB97M-V functional and the def2-TZVPD basis) results for an isolated molecule of C5H9O2P at a distorted geometry.

Cartesian coordinates (Å):
C  -2.43  0.56  -0.04
C  -1.47  1.62  0.02
C  0.24  -0.12  0.32
C  1.75  0.28  0.62
C  0.23  -1.12  -0.89
O  -0.51  -0.37  1.31
O  -0.21  1.13  -0.39
P  -3.71  -0.42  0.08
H  -1.81  2.36  -0.72
H  -1.57  1.86  1.08
H  1.72  1.19  1.19
H  2.25  0.23  -0.22
H  2.07  -0.48  1.20
H  0.02  -2.00  -0.46
H  1.09  -0.93  -1.57
H  -0.61  -0.92  -1.46
H  -3.28  -0.97  1.34

Calculated values
**Largest force on an atom**: 5.5 eV/A
**Molar mass**: 132.099 g mol⁻¹
**ΔE to the lowest compared entry with this formula, charge and spin**: 663.7 kJ/mol
**E**: -687.506628 Ha
**Orbital gap (spin up / spin down)**: 8.07 / 5.79 eV

Results of the Mulliken charge analysis, in e, for atoms 1 through 8: number 1, C, carries -0.007; number 2, C, carries 0.088; number 3, C, carries 1.216; number 4, C, carries -1.640; number 5, C, carries -1.537; number 6, O, carries -0.641; number 7, O, carries -0.404; number 8, P, carries -0.231



DFT (the ωB97M-V functional and the def2-TZVPD basis) results for an isolated ion of composition C5H9O3 and charge -1 at a distorted geometry.

Cartesian coordinates (Å):
O  2.04  0.54  1.50
C  0.79  0.08  1.42
C  0.55  -1.42  1.63
O  -0.65  -1.77  0.96
C  -0.82  -0.93  -0.18
C  0.18  0.23  -0.07
O  -0.32  1.49  -0.44
C  -0.48  1.66  -1.83
H  -0.14  0.70  1.68
H  1.41  -1.99  1.22
H  0.44  -1.68  2.69
H  -1.85  -0.55  -0.18
H  -0.66  -1.51  -1.10
H  1.07  0.02  -0.70
H  -0.79  2.69  -2.00
H  0.48  1.48  -2.36
H  -1.24  0.98  -2.24

Calculated values
**Largest force on an atom**: 3.2 eV/A
**Molar mass**: 117.124 g mol⁻¹
**ΔE to the lowest compared entry with this formula, charge and spin**: 351.7 kJ/mol
**E**: -421.573286 Ha
**Structure (SMILES)**: CO[C@@H]1COC[C@H]1[O-]
**Orbital gap**: 6.14 eV
**Charge**: -1

Results of the Mulliken charge analysis, in e, for atoms 1 through 8: number 1, O, carries -0.913; number 2, C, carries 0.147; number 3, C, carries -0.467; number 4, O, carries -0.417; number 5, C, carries -0.541; number 6, C, carries -0.042; number 7, O, carries -0.274; number 8, C, carries -0.707



What is the molar mass in the second record? 117.124 g mol⁻¹